a) DFT (ωB97M-V/def2-TZVPD) results for CH3NO as an isolated structure.

The HOMO energy (alpha / beta) is -9.124 / -9.126 eV. The gap between HOMO and LUMO (alpha / beta) is 8.73 / 8.73 eV. Its charge is 0.

Each line ends with the natural charge from an NBO analysis.
Cartesian coordinates (Å):
C -0.106 -0.584 -0.224  0.07
N 0.220 0.378 0.773  -0.37
O 0.785 1.090 -0.349  -0.42
H 0.652 -1.331 -0.404  0.20
H -0.955 -0.465 -0.889  0.19
H -0.596 0.913 1.093  0.34

---

b) DFT (ωB97M-V/def2-TZVPD) results for a 2-piece molecular cluster, CH3NO overall.

The HOMO energy is -10.363 eV. The gap between HOMO and LUMO is 9.26 eV. Its charge is 0.

Each line ends with the natural charge from an NBO analysis.
Cartesian coordinates (Å):
C -0.614 0.224 -0.197  0.48
H 0.821 -1.242 0.212  0.38
H 1.408 0.275 0.828  0.32
H -0.524 1.291 -0.243  0.09
N 0.592 -0.232 -0.457  -0.72
O -1.683 -0.317 -0.143  -0.53

---

c) DFT (ωB97M-V/def2-TZVPD) results for a 2-piece molecular cluster, CH3NO overall.

The HOMO energy (alpha / beta) is -8.662 / -8.658 eV. The gap between HOMO and LUMO (alpha / beta) is 8.79 / 8.78 eV. Its charge is 0.

Each line ends with the natural charge from an NBO analysis.
Cartesian coordinates (Å):
C 0.874 -0.362 0.046  0.37
N -0.126 0.432 0.083  -0.71
O 2.855 0.132 -0.010  -0.67
H 0.851 -1.416 -0.139  0.18
H -1.068 0.078 -0.075  0.40
H -0.006 1.422 0.250  0.43

---

d) DFT (ωB97M-V/def2-TZVPD) results for a 2-piece molecular cluster, CH3NO overall.

The HOMO energy is -9.963 eV. The gap between HOMO and LUMO is 10.99 eV. Its charge is 0.

Each line ends with the natural charge from an NBO analysis.
Cartesian coordinates (Å):
C -0.447 -0.440 0.022  0.63
N 0.615 0.305 -0.121  -0.82
O -1.218 -0.860 -0.742  -0.56
H -0.531 -0.675 1.451  -0.02
H 0.905 1.034 0.461  0.40
H 0.675 0.636 -1.071  0.38

---

Relative energy of each structure, in kcal/mol: a) 81.3; b) 67.5; c) 115.0; d) 0.0.

---

a) DFT (ωB97M-V/def2-TZVPD) results for one molecule with the formula C17H22N2O5S.

The HOMO energy is -8.481 eV. The gap between HOMO and LUMO is 9.19 eV. Its structure (SMILES) is CCOc1ccc(N([C@H](C)C(=O)NCc2ccco2)S(C)(=O)=O)cc1. Its charge is 0.

Each line ends with the natural charge from an NBO analysis.
Cartesian coordinates (Å):
C -6.049 -3.146 0.350  -0.64
C -6.378 -1.670 0.552  -0.06
O -5.749 -0.837 -0.403  -0.49
C -4.428 -0.542 -0.281  0.31
C -3.889 0.228 -1.314  -0.25
C -2.566 0.613 -1.294  -0.22
C -1.737 0.219 -0.248  0.09
N -0.371 0.585 -0.155  -0.69
C 0.406 0.646 -1.383  -0.13
C 0.354 -0.692 -2.124  -0.61
C 1.857 1.019 -1.046  0.70
O 2.342 2.054 -1.458  -0.63
N 2.532 0.079 -0.367  -0.60
C 3.845 0.367 0.191  -0.27
C 4.637 -0.885 0.328  0.26
C 4.777 -1.752 1.374  -0.30
C 5.622 -2.793 0.919  -0.32
C 5.928 -2.484 -0.370  0.09
O 5.337 -1.336 -0.736  -0.39
S -0.077 1.802 0.972  2.31
C -0.177 3.366 0.066  -0.88
O -1.135 1.761 1.934  -0.94
O 1.259 1.634 1.465  -0.95
C -2.269 -0.547 0.778  -0.18
C -3.600 -0.922 0.771  -0.26
H -6.336 -3.454 -0.652  0.22
H -4.985 -3.329 0.473  0.21
H -6.597 -3.745 1.073  0.22
H -6.128 -1.348 1.570  0.17
H -7.447 -1.504 0.391  0.19
H -4.539 0.525 -2.122  0.23
H -2.184 1.219 -2.102  0.21
H 0.039 1.439 -2.054  0.20
H 1.030 -0.658 -2.975  0.23
H 0.649 -1.507 -1.469  0.21
H -0.654 -0.887 -2.479  0.22
H 1.989 -0.611 0.130  0.40
H 4.331 1.060 -0.499  0.25
H 3.723 0.851 1.166  0.23
H 4.340 -1.653 2.347  0.23
H 5.952 -3.646 1.474  0.23
H 6.535 -2.979 -1.101  0.20
H -0.123 4.151 0.809  0.26
H 0.663 3.426 -0.616  0.27
H -1.130 3.392 -0.445  0.24
H -1.630 -0.833 1.598  0.23
H -3.975 -1.506 1.596  0.21

---

b) DFT (ωB97M-V/def2-TZVPD) results for one molecule with the formula C17H22N2O5S.

The HOMO energy is -8.078 eV. The gap between HOMO and LUMO is 7.66 eV. Its structure (SMILES) is COC(=O)c1ccc(C(=O)OC)c(NC(=S)N2CCC[C@H](CO)C2)c1. Its charge is 0.

Each line ends with the natural charge from an NBO analysis.
Cartesian coordinates (Å):
C 1.053 4.299 -4.283  -0.27
O 0.967 3.146 -3.459  -0.50
C 1.102 1.953 -4.039  0.78
O 1.315 1.788 -5.216  -0.59
C 0.971 0.835 -3.063  -0.13
C 1.196 -0.465 -3.521  -0.19
C 1.111 -1.515 -2.639  -0.17
C 0.784 -1.306 -1.294  -0.16
C 0.742 -2.465 -0.393  0.81
O 0.694 -2.396 0.832  -0.68
O 0.766 -3.637 -1.017  -0.49
C 0.728 -4.795 -0.192  -0.26
C 0.518 0.012 -0.836  0.20
N 0.178 0.176 0.485  -0.63
C -0.353 1.217 1.193  0.31
S -0.897 2.617 0.490  -0.26
N -0.415 1.038 2.536  -0.42
C -1.260 1.888 3.351  -0.23
C -2.595 1.188 3.615  -0.41
C -2.379 -0.187 4.247  -0.40
C -1.421 -1.018 3.391  -0.26
C -1.144 -2.407 3.986  -0.05
O -0.882 -3.384 3.013  -0.73
C -0.126 -0.205 3.224  -0.23
C 0.636 1.069 -1.741  -0.17
H 0.066 4.760 -4.344  0.19
H 1.398 4.022 -5.281  0.21
H 1.754 4.990 -3.814  0.19
H 1.446 -0.618 -4.558  0.24
H 1.307 -2.523 -2.970  0.23
H 0.698 -5.643 -0.870  0.20
H -0.156 -4.781 0.449  0.21
H 1.619 -4.840 0.438  0.20
H 0.271 -0.703 0.992  0.43
H -1.419 2.832 2.829  0.26
H -0.740 2.086 4.292  0.19
H -3.121 1.075 2.665  0.21
H -3.207 1.812 4.267  0.22
H -3.335 -0.702 4.346  0.21
H -1.955 -0.071 5.248  0.19
H -1.875 -1.167 2.404  0.21
H -0.313 -2.343 4.706  0.15
H -2.029 -2.764 4.520  0.18
H -0.195 -3.066 2.407  0.49
H 0.659 -0.779 2.731  0.22
H 0.254 0.061 4.217  0.21
H 0.462 2.078 -1.407  0.27

---

Relative energy of each structure, in kcal/mol: a) 46.2; b) 0.0.

---

a) DFT (ωB97M-V/def2-TZVPD) results for a 2-piece molecular cluster, C2H7N2O overall.

The HOMO energy is -1.078 eV. The gap between HOMO and LUMO is 5.45 eV. Its charge is -1.

Each line ends with the natural charge from an NBO analysis.
Cartesian coordinates (Å):
C -1.262 0.796 1.591  -0.27
O -0.462 -0.319 1.519  -0.83
H -1.038 0.965 2.651  0.18
H -0.808 1.529 0.847  0.16
H -2.341 0.716 1.207  0.13
N 0.166 -0.835 -2.080  -0.97
C 0.895 -0.321 -0.847  0.11
N 2.134 -0.110 -0.696  -1.00
H -0.816 -0.770 -2.070  0.37
H 0.762 -0.651 -2.929  0.31
H 0.193 -0.242 0.780  0.46
H 2.576 -0.758 0.026  0.38

---

b) DFT (ωB97M-V/def2-TZVPD) results for a 2-piece molecular cluster, C2H7N2O overall.

The HOMO energy is -2.399 eV. The gap between HOMO and LUMO is 6.84 eV. Its charge is -1.

Each line ends with the natural charge from an NBO analysis.
Cartesian coordinates (Å):
C 1.777 -1.159 0.549  -0.24
O 0.492 -1.565 0.195  -0.84
H 1.869 -0.062 0.487  0.16
H 2.015 -1.582 1.526  0.14
H 2.525 -1.536 -0.161  0.12
N -1.730 0.912 -1.380  -0.91
C -0.884 0.711 -0.250  0.03
N -1.360 1.257 0.811  -0.88
H -1.254 1.300 -2.186  0.35
H -2.576 1.425 -1.133  0.32
H -0.056 -0.702 -0.100  0.43
H -0.818 1.002 1.642  0.31

---

Relative energy of each structure, in kcal/mol: a) 53.9; b) 0.0.

---

a) DFT (ωB97M-V/def2-TZVPD) results for a 2-piece molecular cluster, C2H7N2O overall.

The HOMO energy (alpha / beta) is -1.677 / -1.678 eV. The gap between HOMO and LUMO (alpha / beta) is 5.92 / 5.92 eV. Its charge is -1.

Each line ends with the natural charge from an NBO analysis.
Cartesian coordinates (Å):
C -1.061 -1.523 0.586  -1.22
C 1.484 1.708 -0.037  -0.48
N 1.376 -0.610 -0.186  0.09
N 0.724 0.528 -0.175  -0.29
O 2.607 -0.824 0.273  -0.61
H -1.340 -2.484 0.224  0.16
H -0.342 -1.491 1.420  0.20
H -1.622 -0.858 -0.070  0.20
H 2.341 1.595 0.730  0.20
H 1.899 2.084 -1.034  0.19
H 0.693 2.410 0.372  0.19
H 0.521 -1.374 0.059  0.37

---

b) DFT (ωB97M-V/def2-TZVPD) results for an isolated ion of composition C2H7N2O and charge -1.

The HOMO energy is -1.042 eV. The gap between HOMO and LUMO is 5.45 eV. Its structure (SMILES) is CCNN[O-]. Its charge is -1.

Each line ends with the natural charge from an NBO analysis.
Cartesian coordinates (Å):
C -0.689 -0.089 -0.680  -0.65
C -0.068 0.431 0.593  -0.37
N 1.525 -0.348 1.041  -0.47
N 2.310 -0.633 0.010  -0.19
O 2.838 0.449 -0.653  -0.84
H -0.327 0.456 -1.586  0.22
H -0.444 -1.156 -1.065  0.18
H -1.832 -0.062 -0.753  0.18
H 0.166 1.574 0.450  0.18
H -0.578 0.176 1.460  0.17
H 2.054 0.327 1.592  0.33
H 1.840 -1.449 -0.512  0.26

---

Relative energy of each structure, in kcal/mol: a) 17.5; b) 0.0.